# 1
Computed, not measured: a molecular structure, C10H16N2PV, with ωB97M-V/def2-TZVPD.

```
! RIJCOSX wB97M-V def2-TZVPD def2/J DEFGRID3
* xyz -1 4
C 0.15 -0.07 -2.86
C -0.93 -0.91 -3.29
C -0.64 -2.22 -2.84
C 0.68 -2.27 -2.31
C 1.15 -0.92 -2.22
V 1.35 1.45 -0.07
P -0.15 3.13 -0.94
H 0.23 1.01 -2.99
H -1.84 -0.58 -3.79
H -1.29 -3.08 -2.97
H 2.11 -0.58 -1.82
H 1.22 -3.15 -1.96
H -1.39 3.41 -0.27
H -0.58 3.11 -2.31
H 0.39 4.45 -0.96
C 1.70 -0.43 3.88
C 0.82 -0.19 2.71
C -0.56 -0.16 2.60
C -0.88 0.02 1.25
N 0.26 0.18 0.54
N 1.34 0.05 1.49
C -2.21 0.00 0.60
H 1.62 0.40 4.59
H 1.38 -1.34 4.40
H 2.76 -0.55 3.59
H -1.25 -0.35 3.41
H 2.25 -0.39 1.27
H -2.82 -0.82 1.00
H -2.76 0.94 0.78
H -2.10 -0.14 -0.49
*
```

Expectation value of S² = 4.22
Highest occupied orbital energy (spin up / spin down) = -0.072 / -0.052 Ha
Kohn-Sham gap (spin up / spin down) = 4.80 / 4.00 eV
F_max = 3.15 eV/A

Atomic partial charges in e from the Löwdin method, atoms 1 to 6: -0.24, -0.22, -0.23, -0.21, -0.25, 0.28

***

# 2
Computed, not measured: a single C10H16N2S molecule, with ωB97M-V/def2-TZVPD.

```
! RIJCOSX wB97M-V def2-TZVPD def2/J DEFGRID3
* xyz 0 1
C -3.16 -1.52 1.28
C -3.16 -0.18 0.45
C -2.59 -0.41 -1.05
C -1.13 -0.63 -1.28
C -0.27 0.52 -0.67
N -0.80 1.68 -0.52
C -0.04 2.71 -0.20
C 1.27 2.44 0.21
N 1.75 1.17 0.23
C 1.07 0.22 -0.44
S 1.93 -1.25 -0.88
C 3.66 -0.67 -0.39
C 4.00 -0.83 1.01
H -3.72 -1.25 2.17
H -2.11 -1.83 1.52
H -3.75 -2.22 0.75
H -2.56 0.63 0.81
H -4.09 0.46 0.35
H -3.03 0.52 -1.64
H -3.28 -1.13 -1.55
H -0.94 -1.52 -0.68
H -0.93 -0.76 -2.44
H -0.55 3.71 -0.25
H 1.90 3.15 0.70
H 3.74 0.46 -0.56
H 4.29 -1.26 -1.17
H 5.02 -0.15 1.14
H 4.06 -1.85 1.49
H 3.43 -0.21 1.61
*
```

Energy above the lowest of the compared OMol25 structures with the same formula, charge and spin = 59.8 kcal per mole
Highest occupied orbital energy = -0.314 Ha
Kohn-Sham gap = 9.12 eV
F_max = 4.86 eV/A

Atomic partial charges in e from the Löwdin method, atoms 1 to 6: -0.09, -0.24, -0.26, -0.18, -0.31, 0.11

***

# 3
Computed, not measured: 2 unconnected molecules or ions with the total composition C10H16N3, with ωB97M-V/def2-TZVPD.

```
! RIJCOSX wB97M-V def2-TZVPD def2/J DEFGRID3
* xyz 1 1
C -2.73 -1.12 -1.85
C 0.27 -0.18 0.69
C -0.84 -0.38 -0.12
C -0.62 1.77 0.25
C 0.97 -2.65 1.10
C 0.23 3.90 -0.59
C -0.86 -2.79 -2.44
C 1.27 -1.16 1.32
C -0.84 3.17 0.20
C -1.87 -2.06 -1.42
N -3.35 -0.14 -2.06
N 0.36 1.19 0.86
N -1.36 0.84 -0.37
H -0.13 -2.92 1.48
H 1.71 -3.34 1.67
H 1.07 -2.95 -0.04
H 1.11 3.99 -0.02
H -0.18 4.93 -0.74
H 0.41 3.39 -1.50
H -0.17 -3.35 -1.85
H -0.38 -2.10 -3.08
H -1.52 -3.50 -2.96
H 2.33 -0.97 0.78
H 1.21 -0.83 2.37
H -1.85 3.42 -0.33
H -0.87 3.69 1.26
H -2.38 -2.73 -0.72
H 1.11 1.63 1.39
H -2.38 0.83 -0.78
*
```

Energy above the lowest of the compared OMol25 structures with the same formula, charge and spin = 93.7 kcal per mole
Highest occupied orbital energy = -0.475 Ha
Kohn-Sham gap = 8.10 eV
F_max = 6.80 eV/A

Atomic partial charges in e from the Löwdin method, atoms 1 to 6: -0.26, -0.21, 0.06, -0.33, -0.13, -0.08

***

# 4
Computed, not measured: 2 unconnected molecules or ions with the total composition C10H16N3, with ωB97M-V/def2-TZVPD.

```
! RIJCOSX wB97M-V def2-TZVPD def2/J DEFGRID3
* xyz 1 1
C 3.48 -0.36 -0.28
C 2.79 -1.46 -0.82
C 2.75 0.77 0.18
C 1.38 -1.49 -0.71
C 1.37 0.80 0.11
C 0.72 -0.39 -0.34
C 0.37 1.91 0.24
C -1.05 0.99 0.01
C 0.49 2.70 1.48
C -2.40 1.49 0.21
N -0.65 -0.23 -0.36
N -0.87 -2.97 1.57
N -1.41 -1.16 -0.91
H 4.54 -0.21 -0.36
H 3.28 -2.40 -1.11
H 3.27 1.53 0.53
H 0.90 -2.36 -1.01
H 0.49 2.45 -0.67
H 0.18 2.11 2.42
H -0.12 3.60 1.38
H 1.59 2.96 1.57
H -3.18 0.78 0.31
H -2.84 2.11 -0.65
H -2.46 2.16 1.10
H 0.03 -2.86 1.97
H -1.38 -3.78 1.96
H -1.35 -2.15 2.02
H -2.35 -0.94 -0.80
H -0.98 -2.10 -0.76
*
```

Energy above the lowest of the compared OMol25 structures with the same formula, charge and spin = 42.9 kcal per mole
Highest occupied orbital energy = -0.463 Ha
Kohn-Sham gap = 8.71 eV
F_max = 4.41 eV/A

Atomic partial charges in e from the Löwdin method, atoms 1 to 6: -0.01, -0.02, 0.01, -0.01, -0.11, -0.17

***

# 5
Computed, not measured: 3 unconnected molecules or ions with the total composition C10H16N3O2, with ωB97M-V/def2-TZVPD.

```
! RIJCOSX wB97M-V def2-TZVPD def2/J DEFGRID3
* xyz 1 1
C -0.93 -2.17 1.61
C -0.55 -1.13 1.12
C 2.12 -1.22 0.23
C 1.23 -0.17 -0.14
C -1.91 1.48 0.71
C -3.56 -2.42 -1.00
C -2.26 2.95 0.66
C 4.55 -2.06 0.22
C 3.46 -1.12 -0.23
C -0.02 -0.05 0.38
N -4.34 -3.15 -1.53
N -0.82 1.09 0.20
N 0.61 3.03 -1.36
O -2.67 0.65 1.37
O -2.76 -1.60 -0.71
H -1.15 -3.13 1.84
H 1.95 -1.84 1.09
H 1.46 0.58 -0.85
H -2.31 3.47 1.65
H -1.43 3.58 0.24
H -3.17 3.12 0.17
H 5.24 -1.51 0.99
H 4.01 -2.95 0.88
H 5.03 -2.57 -0.63
H 3.57 -0.59 -1.21
H -2.47 -0.17 1.06
H -5.01 -3.91 -1.66
H -0.20 1.69 -0.42
H 1.58 3.00 -1.35
H 0.47 3.92 -0.92
H 0.31 3.19 -2.41
*
```

Energy above the lowest of the compared OMol25 structures with the same formula, charge and spin = 40.6 kcal per mole
Highest occupied orbital energy (spin up / spin down) = -0.413 / -0.413 Ha
Kohn-Sham gap (spin up / spin down) = 7.76 / 7.76 eV
F_max = 4.91 eV/A

Atomic partial charges in e from the Löwdin method, atoms 1 to 6: 0.19, -0.10, -0.08, -0.02, -0.33, -0.38

***

# 6
Computed, not measured: 2 unconnected molecules or ions with the total composition C10H16N4O, with ωB97M-V/def2-TZVPD.

```
! RIJCOSX wB97M-V def2-TZVPD def2/J DEFGRID3
* xyz 2 1
C 4.64 0.23 1.04
C 4.64 -0.38 -0.17
C 3.43 0.56 1.64
C 3.41 -0.74 -0.90
C 2.26 0.31 0.96
C 2.16 -0.46 -0.21
C -0.40 -0.43 -0.52
C -1.60 1.60 -0.92
C 0.93 -1.01 -0.93
C -4.80 -0.93 0.37
N -0.58 0.85 -0.58
N -1.35 -1.23 -0.02
N -1.54 2.73 -0.28
N -5.92 -0.44 0.89
O -3.78 -0.26 0.17
H 5.65 0.63 1.50
H 5.65 -0.58 -0.60
H 3.31 1.04 2.52
H 3.26 -1.55 -1.68
H 1.27 0.62 1.44
H 1.13 -0.80 -1.93
H 1.06 -2.11 -0.58
H -4.67 -1.93 0.05
H -1.19 -2.22 -0.21
H -2.35 -0.93 0.30
H -2.20 3.43 -0.56
H -0.73 2.97 0.26
H -5.97 0.55 0.96
H 3.31 0.22 -1.54
H -6.63 -1.11 1.00
H -2.40 1.38 -1.48
*
```

Energy above the lowest of the compared OMol25 structures with the same formula, charge and spin = 0.0 kcal per mole
Highest occupied orbital energy = -0.599 Ha
Kohn-Sham gap = 8.13 eV
F_max = 5.79 eV/A

Atomic partial charges in e from the Löwdin method, atoms 1 to 6: -0.03, 0.03, 0.03, -0.09, 0.01, -0.14